No. 1
Formula: C52H48FN4O3PSe2W
Source: the OMol25 dataset
Level of theory: ωB97M-V/def2-TZVPD

- Kohn-Sham gap (Eh) = 0.225
- relative energy (zero: lowest compared OMol25 entry of this formula, charge and spin) (kcal per mole) = 0.00
- total charge = +2
- spin multiplicity = 1

Atoms and positions in Å:
W1 0.0964 -0.0149 -0.1998
O1 -3.2478 2.9309 0.6331
C1 -2.9043 3.2245 1.9168
C2 -3.6209 4.2373 2.5437
C3 -3.3394 4.5786 3.8508
C4 -2.3409 3.9141 4.5626
C5 -1.6368 2.9035 3.9503
C6 -1.8974 2.5449 2.6198
C7 -1.1504 1.4306 2.0365
O2 -1.1171 1.3133 0.7048
N1 -0.5813 0.5288 2.7584
N2 -0.1316 -0.4861 1.9330
C8 -0.0646 -1.6328 2.5407
C9 -0.1389 -2.8752 1.8570
C10 -0.0542 -4.0959 2.5512
C11 -0.4479 -5.2602 1.9418
C12 -0.9961 -5.2249 0.6500
C13 -1.1156 -4.0404 -0.0424
C14 -0.6397 -2.8679 0.5467
O3 -0.7079 -1.7308 -0.1478
H1 -2.5907 2.3057 0.2946
H2 -4.3981 4.7395 1.9837
H3 -3.9038 5.3703 4.3250
H4 -2.1254 4.1871 5.5857
H5 -0.8659 2.3661 4.4861
H6 -0.1273 -1.6112 3.6257
H7 0.3098 -4.0962 3.5711
H8 -0.3710 -6.2022 2.4660
H9 -1.3384 -6.1440 0.1931
H10 -1.5538 -3.9921 -1.0314
C15 -3.5085 -0.5640 0.7431
C16 -3.4933 -1.2966 -0.5697
C17 -4.3394 -2.3860 -0.7190
C18 -4.4052 -3.0927 -1.9094
C19 -3.6482 -2.6799 -2.9859
C20 -2.7984 -1.5766 -2.9007
C21 -2.1180 -1.1428 -4.1692
C22 -2.7025 -0.9192 -1.6666
N3 -1.7256 0.1539 -1.5367
C23 -1.8731 1.2219 -2.2238
C24 -3.1201 1.6059 -2.9455
C25 -0.7057 2.1569 -2.2601
C26 -0.7292 3.2046 -3.3248
N4 0.2597 1.9522 -1.4326
C27 1.2255 3.0641 -1.3573
C28 0.7390 4.2732 -0.8216
C29 -0.5938 4.4052 -0.1368
C30 1.5598 5.3910 -0.8528
C31 2.8346 5.3313 -1.3890
C32 3.3154 4.1222 -1.8429
C33 2.5436 2.9606 -1.8189
C34 3.2561 1.6996 -2.2254
H11 -2.6107 -0.7586 1.3325
H12 -4.3591 -0.8966 1.3347
H13 -3.6091 0.5122 0.6136
H14 -4.9649 -2.6752 0.1160
H15 -5.0665 -3.9438 -2.0020
H16 -3.7236 -3.2000 -3.9328
H17 -1.7708 -2.0134 -4.7232
H18 -1.2614 -0.4957 -4.0121
H19 -2.8336 -0.6242 -4.8124
H20 -3.9377 0.9362 -2.6965
H21 -2.9712 1.5956 -4.0259
H22 -3.3910 2.6260 -2.6635
H23 -1.0231 2.7302 -4.2635
H24 0.2370 3.6822 -3.4469
H25 -1.4737 3.9738 -3.1119
H26 -0.6250 3.7893 0.7611
H27 -1.4512 4.1359 -0.7511
H28 -0.7442 5.4359 0.1773
H29 1.1883 6.3206 -0.4420
H30 3.4566 6.2154 -1.4220
H31 4.3304 4.0500 -2.2136
H32 4.2646 1.7355 -1.8122
H33 3.3520 1.6177 -3.3093
H34 2.7819 0.7954 -1.8602
Se1 1.8854 1.5336 1.0465
P1 3.1251 -0.1984 1.5518
Se2 2.2876 -1.4834 -0.0097
C35 4.8703 0.0887 1.3169
C36 5.4744 -0.1123 0.0772
C37 6.8256 0.1568 -0.0719
C38 7.5624 0.6346 1.0032
C39 6.9586 0.8366 2.2383
C40 5.6133 0.5577 2.4035
C41 2.8804 -0.7752 3.2347
C42 3.2184 -2.0966 3.5338
C43 3.0621 -2.5638 4.8276
C44 2.5759 -1.7162 5.8184
C45 2.2494 -0.4009 5.5201
C46 2.4001 0.0761 4.2252
H35 4.9001 -0.4855 -0.7610
H36 7.3042 -0.0120 -1.0270
H37 8.6169 0.8432 0.8816
H38 7.5395 1.2017 3.0741
H39 5.1492 0.6954 3.3724
H40 3.5981 -2.7568 2.7618
H41 3.3277 -3.5848 5.0676
H42 2.4594 -2.0835 6.8294
H43 1.8782 0.2561 6.2949
H44 2.1286 1.0966 3.9862
F1 1.6995 -2.5306 -5.9129
C47 1.3816 -1.9752 -4.7413
C48 1.3729 -0.6032 -4.6169
C49 1.0395 -0.0374 -3.3931
C50 0.7090 -0.7962 -2.2621
C51 0.7266 -2.1861 -2.4613
C52 1.0593 -2.7800 -3.6695
H45 1.6264 0.0166 -5.4671
H46 1.0674 1.0376 -3.3701
H47 0.4894 -2.8662 -1.6595
H48 1.0694 -3.8564 -3.7795

Cartesian forces, eV/Å:
W 0.0 0.4 0.3
O 0.0 0.0 0.0
C 0.0 0.0 0.0
C 0.0 0.0 0.0
C 0.0 0.0 0.0
C 0.0 0.0 0.0
C 0.0 0.0 0.0
C 0.0 0.0 0.1
C 0.0 0.0 0.0
O 0.0 0.0 0.0
N 0.0 0.0 0.0
N 0.1 0.0 -0.1
C 0.0 0.0 0.0
C 0.0 0.0 0.0
C 0.0 0.0 0.0
C 0.0 0.0 0.0
C 0.0 0.0 0.0
C 0.0 0.0 0.0
C 0.0 0.0 -0.1
O 0.0 -0.2 0.0
H 0.0 0.0 0.0
H 0.0 0.0 0.0
H 0.0 0.0 0.0
H 0.0 0.0 0.0
H 0.0 0.0 0.0
H 0.0 0.0 0.0
H 0.0 0.0 0.0
H 0.0 0.0 0.0
H 0.0 0.0 0.0
H 0.0 0.0 0.0
C 0.0 0.0 0.0
C 0.0 0.0 0.0
C 0.0 0.0 0.0
C 0.0 0.0 0.0
C 0.0 0.0 0.0
C 0.0 0.0 0.0
C 0.0 0.0 0.0
C 0.0 0.0 0.0
N 0.0 -0.1 0.0
C 0.0 0.0 0.0
C 0.0 0.0 0.0
C 0.0 0.0 0.0
C 0.0 0.0 0.1
N -0.1 0.0 0.0
C 0.0 0.0 0.0
C 0.0 0.0 0.0
C 0.0 0.0 0.0
C 0.0 0.0 0.0
C 0.0 0.0 0.0
C 0.0 0.0 0.0
C 0.0 0.0 0.0
C 0.0 0.0 0.0
H 0.0 0.0 0.0
H 0.0 0.0 0.0
H 0.0 0.0 0.0
H 0.0 0.0 0.0
H 0.0 0.0 0.0
H 0.0 0.0 0.0
H 0.0 0.0 0.0
H 0.0 0.0 0.0
H 0.0 0.0 0.0
H 0.0 0.0 0.0
H 0.0 0.0 0.0
H 0.0 0.0 0.0
H 0.0 0.0 0.0
H 0.0 0.0 0.0
H 0.0 0.0 0.0
H 0.0 0.0 0.0
H 0.0 0.0 0.0
H 0.0 0.0 0.0
H 0.0 0.0 0.0
H 0.0 0.0 0.0
H 0.0 0.0 0.0
H 0.0 0.0 0.0
H 0.0 0.0 0.0
H 0.0 0.0 0.0
Se 0.0 0.0 -0.1
P 0.0 0.0 0.0
Se 0.1 0.0 0.0
C 0.0 0.0 0.1
C 0.0 0.0 0.0
C 0.0 0.0 0.0
C 0.0 0.0 0.0
C 0.0 0.0 0.0
C 0.0 0.0 0.0
C 0.0 0.0 0.0
C 0.0 0.0 0.0
C 0.0 0.0 0.0
C 0.0 0.0 0.0
C 0.0 0.0 0.0
C -0.1 0.0 0.0
H 0.0 0.0 0.0
H 0.0 0.0 0.0
H 0.0 0.0 0.0
H 0.0 0.0 0.0
H 0.0 0.0 0.0
H 0.0 0.0 0.0
H 0.0 0.0 0.0
H 0.0 0.0 0.0
H 0.0 0.0 0.0
H 0.0 0.0 0.0
F 0.0 0.0 0.0
C 0.0 0.0 0.0
C 0.0 0.0 0.0
C 0.0 0.0 0.0
C 0.0 0.0 -0.1
C 0.0 0.0 0.0
C 0.0 0.0 0.0
H 0.0 0.0 0.0
H 0.0 0.0 0.0
H 0.0 0.0 0.0
H 0.0 0.0 0.0

=====

No. 2
Formula: C52H49BGeI3N6O2Ru
Source: the OMol25 dataset
Level of theory: ωB97M-V/def2-TZVPD

- Kohn-Sham gap (alpha / beta) (Eh) = 0.233 / 0.201
- relative energy (zero: lowest compared OMol25 entry of this formula, charge and spin) (kcal per mole) = 22.14
- total charge = +1
- expectation value of S² = 6.040
- spin multiplicity = 5

Atoms and positions in Å:
Ru1 -0.9117 -1.0088 0.4088
C1 -1.1361 -5.6374 3.3946
C2 -1.7048 -4.3081 3.0257
C3 -2.8387 -3.6865 3.5119
C4 -2.9455 -2.4866 2.8130
N1 -1.9038 -2.3653 1.9684
N2 -1.1534 -3.5019 2.1016
B1 -0.0060 -3.8648 1.1200
N3 1.1534 -2.8430 1.3199
N4 0.8705 -1.5210 1.5223
C5 1.9678 -0.9416 2.0403
C6 2.9787 -1.8981 2.1158
C7 2.4274 -3.0886 1.6633
C8 3.0637 -4.4358 1.5904
C9 2.0400 0.4006 2.6549
C10 1.6413 1.5742 2.0259
C11 1.7620 2.7871 2.6828
C12 2.2666 2.8478 3.9746
C13 2.6695 1.6798 4.6125
C14 2.5619 0.4647 3.9508
N5 -0.6025 -3.8876 -0.3028
N6 -1.6448 -3.0632 -0.6288
C15 -2.0854 -3.4615 -1.8296
C16 -1.2992 -4.5194 -2.2937
C17 -0.3724 -4.7627 -1.2977
C18 0.7063 -5.7911 -1.2517
C19 -3.3194 -2.9446 -2.4425
C20 -3.4492 -2.8661 -3.8264
C21 -4.6251 -2.4019 -4.3916
C22 -5.6856 -2.0121 -3.5814
C23 -5.5757 -2.1191 -2.2021
C24 -4.4009 -2.5986 -1.6371
C25 -4.0327 -1.4993 2.9553
C26 -4.6585 -0.9421 1.8447
C27 -5.6655 -0.0020 1.9978
C28 -6.0647 0.3827 3.2715
C29 -5.4626 -0.1882 4.3858
C30 -4.4552 -1.1291 4.2298
H1 -1.7262 -6.0712 4.1989
H2 -0.1034 -5.5460 3.7340
H3 -1.1513 -6.3246 2.5476
H4 -3.5330 -4.0742 4.2406
H5 0.4197 -4.9452 1.3883
H6 3.9830 -1.7440 2.4784
H7 4.1042 -4.3590 1.8975
H8 3.0325 -4.8385 0.5785
H9 2.5633 -5.1490 2.2464
H10 1.2762 1.5454 1.0005
H11 1.4709 3.7036 2.1748
H12 2.3526 3.8030 4.4789
H13 3.0675 1.7116 5.6196
H14 2.8641 -0.4459 4.4508
H15 -1.4390 -5.0873 -3.2004
H16 0.6295 -6.4402 -2.1217
H17 0.6429 -6.4073 -0.3541
H18 1.6906 -5.3194 -1.2701
H19 -2.6131 -3.1430 -4.4592
H20 -4.7144 -2.3324 -5.4691
H21 -6.6030 -1.6470 -4.0268
H22 -6.4143 -1.8577 -1.5666
H23 -4.3254 -2.7529 -0.5638
H24 -4.3613 -1.2595 0.8528
H25 -6.1458 0.4226 1.1241
H26 -6.8511 1.1168 3.3964
H27 -5.7759 0.1030 5.3813
H28 -3.9712 -1.5566 5.1005
I1 -2.0733 0.4267 -2.7274
C31 -2.3157 0.0260 -0.6949
H29 -2.4501 0.9798 -0.1936
H30 -3.1779 -0.6343 -0.6047
O1 0.3994 -1.4896 -1.1994
C32 0.8557 -0.3006 -1.3904
O2 0.4684 0.5856 -0.5951
C33 1.7896 -0.0803 -2.5485
C34 1.9067 1.3277 -3.1548
Ge1 2.1027 2.9474 -2.0488
C35 2.9686 4.2386 -3.2228
C36 2.4107 5.4750 -3.5506
C37 3.0750 6.3661 -4.3877
C38 4.3144 6.0339 -4.9155
C39 4.8927 4.8095 -4.5962
C40 4.2243 3.9284 -3.7593
C41 0.3896 3.7091 -1.5408
C42 0.0715 4.0273 -0.2187
C43 -1.1600 4.5875 0.1062
C44 -2.0944 4.8403 -0.8900
C45 -1.7898 4.5384 -2.2109
C46 -0.5609 3.9764 -2.5279
C47 3.3525 2.7249 -0.5737
C48 3.8125 3.8783 0.0679
C49 4.7798 3.8080 1.0615
C50 5.3243 2.5798 1.4160
C51 4.8910 1.4269 0.7794
C52 3.9056 1.5012 -0.1992
H31 1.4555 -0.8067 -3.2917
H32 2.7752 -0.4303 -2.2238
H33 1.0428 1.5148 -3.7974
H34 2.7801 1.3475 -3.8091
H35 1.4448 5.7581 -3.1427
H36 2.6232 7.3220 -4.6272
H37 4.8320 6.7267 -5.5688
H38 5.8652 4.5481 -4.9976
H39 4.7041 2.9849 -3.5048
H40 0.8044 3.8429 0.5718
H41 -1.3866 4.8388 1.1347
H42 -3.0525 5.2825 -0.6410
H43 -2.5109 4.7444 -2.9940
H44 -0.3375 3.7589 -3.5693
H45 3.4269 4.8503 -0.2260
H46 5.1218 4.7139 1.5490
H47 6.0900 2.5250 2.1812
H48 5.3168 0.4664 1.0477
H49 3.5723 0.5818 -0.6689
I2 -1.5094 0.5525 2.7128
I3 -1.8493 3.1737 2.8299

Cartesian forces, eV/Å:
Ru 0.2 -0.7 -0.9
C 0.0 0.0 0.0
C 0.1 0.0 0.0
C -0.1 -0.1 0.0
C 0.0 0.1 0.0
N 0.0 0.0 0.1
N 0.0 0.1 -0.1
B 0.0 0.0 0.0
N 0.0 0.0 0.0
N -0.2 -0.1 0.1
C 0.1 0.0 0.1
C 0.1 -0.1 0.0
C 0.0 0.1 0.1
C 0.0 0.0 0.0
C 0.1 0.0 0.1
C 0.0 0.1 -0.3
C 0.1 0.2 0.1
C 0.0 -0.1 0.1
C -0.1 0.1 -0.1
C -0.1 0.1 -0.1
N -0.2 0.2 0.1
N 0.1 -0.2 0.0
C 0.0 0.0 0.0
C 0.0 -0.1 -0.1
C 0.0 0.0 0.0
C 0.0 0.0 0.0
C 0.1 0.0 0.1
C 0.1 0.0 0.0
C 0.0 0.0 0.0
C 0.0 0.0 0.0
C 0.0 0.0 0.0
C 0.0 0.0 0.1
C 0.0 -0.1 0.0
C 0.0 -0.1 -0.1
C 0.0 0.0 0.0
C 0.0 0.0 0.0
C 0.0 0.0 0.0
C 0.0 0.0 0.0
H 0.0 0.0 0.0
H 0.0 0.0 0.0
H 0.0 0.0 0.0
H 0.1 0.0 0.0
H 0.0 0.0 0.0
H -0.1 0.0 0.0
H 0.0 0.0 0.0
H 0.0 0.0 0.0
H 0.0 0.0 0.0
H 0.1 0.0 0.4
H 0.2 -0.2 0.3
H 0.0 0.0 0.0
H 0.0 0.0 -0.1
H 0.0 0.0 0.0
H 0.0 0.0 0.1
H 0.0 0.0 0.0
H 0.0 0.0 0.0
H 0.0 0.0 0.0
H 0.0 0.0 0.0
H 0.0 0.0 0.0
H 0.0 0.0 0.0
H 0.0 0.0 0.0
H 0.0 0.0 -0.1
H -0.1 0.0 0.1
H 0.0 0.0 0.0
H 0.0 0.0 0.0
H 0.0 0.0 -0.1
H 0.0 0.0 0.0
I 0.1 0.0 -0.1
C 0.0 0.1 0.2
H -0.1 0.0 0.0
H 0.0 0.0 0.1
O 0.2 0.6 -0.4
C 0.0 -0.5 -0.1
O -0.2 0.2 0.1
C 0.1 0.1 0.0
C -0.2 -0.2 0.2
Ge 0.1 0.0 -0.1
C 0.2 0.2 -0.3
C -0.1 0.0 0.1
C 0.0 0.0 0.0
C 0.0 -0.1 0.0
C 0.0 0.1 0.0
C 0.0 -0.1 0.1
C -0.3 0.0 0.2
C 0.2 0.0 0.1
C 0.1 0.4 -0.5
C 0.0 0.0 0.0
C 0.0 0.0 0.0
C 0.1 0.0 0.0
C 0.1 0.0 0.1
C 0.0 0.0 0.0
C 0.0 0.0 0.0
C 0.0 0.0 0.0
C -0.1 0.0 0.0
C 0.1 0.0 0.0
H 0.1 0.0 -0.1
H -0.1 -0.1 0.0
H 0.0 0.0 0.0
H 0.0 -0.1 0.0
H 0.1 0.0 0.0
H 0.0 -0.1 0.0
H 0.0 0.0 0.0
H -0.1 0.0 0.0
H 0.0 0.1 0.0
H -0.3 0.1 -0.5
H 0.2 0.4 -0.6
H 0.0 0.0 0.0
H 0.0 0.0 0.0
H 0.0 0.0 0.1
H 0.0 0.0 0.0
H 0.0 0.0 0.0
H 0.0 0.0 0.0
H 0.0 0.0 0.0
H 0.1 0.1 0.1
I -0.1 0.3 0.7
I -0.2 -0.7 0.7